Computed, not measured: C11H19MnN2O4 as an isolated structure in a non-equilibrium geometry, with ωB97M-V with the def2-TZVPD basis set.

Element x y z (Å)
Mn -0.342 -1.396 -0.511
C -0.401 5.470 -0.123
O 0.948 5.023 -0.084
C 1.191 3.718 -0.046
C 2.557 3.365 0.067
C 2.915 2.057 0.130
C 1.956 1.013 0.090
C 2.330 -0.357 0.138
C 3.751 -0.809 -0.014
O 1.484 -1.294 0.293
C 0.566 1.375 -0.045
O -0.384 0.495 -0.126
C 0.224 2.735 -0.108
H -0.350 6.554 -0.119
H -0.952 5.130 0.756
H -0.906 5.136 -1.031
H 3.291 4.157 0.116
H 3.961 1.821 0.252
H 4.462 0.000 -0.128
H 3.805 -1.452 -0.893
H 4.030 -1.413 0.850
H -0.827 2.972 -0.203
C -4.852 -2.196 0.086
C -3.437 -2.718 -0.005
O -2.479 -1.635 0.050
H -5.560 -3.013 -0.043
H -5.045 -1.455 -0.690
H -5.032 -1.749 1.066
H -3.274 -3.231 -0.953
H -3.232 -3.410 0.815
H -2.879 -0.894 0.519
N 1.104 -4.015 -0.340
N -0.246 -3.628 -0.062
H 1.284 -4.961 -0.024
H 1.716 -3.380 0.157
H -0.548 -3.874 0.877
H -0.830 -4.141 -0.712

Output
charge = +1
HOMO-LUMO gap (alpha / beta) = 7.7 / 8.1 eV
2S+1 = 2
DFT total energy = -1991.725937 Ha
energy above the lowest of the compared OMol25 structures with the same formula, charge and spin = 119.36 kJ/mol
E_LUMO (alpha / beta) = -0.1255 / -0.1144 hartree
HOMO level (alpha / beta) = -0.409 / -0.411 Eh

Computed, not measured: one molecule with the formula C5H6O2 in a non-equilibrium geometry, with ωB97M-V with the def2-TZVPD basis set.

Element x y z (Å)
C 0.067 -0.799 1.239
C -1.132 -0.351 -1.096
C 2.137 0.445 0.180
C 1.097 -0.326 0.250
C -0.333 0.072 0.110
O -0.428 1.506 0.482
O 3.152 0.940 -0.124
H -0.437 2.097 -0.281
H 0.068 -0.355 2.226
H -0.179 -1.853 1.208
H -1.919 0.375 -1.295
H -0.495 -0.432 -1.975
H -1.600 -1.319 -0.923

Output
charge = 0
HOMO-LUMO gap = 9.4 eV
DFT total energy = -344.504479 Ha
energy above the lowest of the compared OMol25 structures with the same formula, charge and spin = 255.81 kJ/mol
E_LUMO = 0.0255 hartree
HOMO level = -0.319 Eh
SMILES = C[C@@]1(O)CC1=C=O

Computed, not measured: a 3-piece molecular cluster, C4H17N2O2 overall in a non-equilibrium geometry, with ωB97M-V with the def2-TZVPD basis set.

Element x y z (Å)
C 0.494 0.527 -0.147
N -0.538 -0.314 0.535
C -0.125 -1.018 1.728
C 1.227 -0.222 -1.221
N 0.348 -1.303 -1.839
C -0.321 -0.760 -3.127
H 0.086 1.493 -0.585
H 1.265 0.818 0.534
H -1.384 0.295 0.621
H -0.026 -0.449 2.627
H -0.783 -1.932 1.826
H 0.906 -1.305 1.777
H 1.621 0.538 -1.875
H 2.155 -0.711 -0.782
H -0.492 -1.424 -1.075
H 0.738 -2.269 -1.829
H -0.820 0.059 -2.891
H 0.349 -0.555 -4.000
H -0.791 -1.552 -3.653
H -3.265 0.025 1.420
H -4.076 1.361 1.038
O -3.094 0.921 1.102
H 2.880 1.318 2.870
H 2.159 2.765 2.481
O 2.240 1.788 2.301

Output
charge = +1
HOMO-LUMO gap = 10.1 eV
DFT total energy = -422.281549 Ha
energy above the lowest of the compared OMol25 structures with the same formula, charge and spin = 291.83 kJ/mol
E_LUMO = -0.1006 hartree
HOMO level = -0.472 Eh